Below is a 9-piece molecular cluster, C31H83FN4O23P4 overall, with properties calculated with the ωB97M-V functional and the def2-TZVPD basis.

Element x y z (Å)
1 C -1.7786 2.1509 4.4657
2 C -3.1288 2.7494 4.9771
3 C -4.4484 2.4362 4.1418
4 O -4.3245 2.8126 2.7354
5 C -5.4346 2.4345 1.9865
6 N -3.3480 2.2778 6.2979
7 H -0.9332 2.5741 5.0082
8 H -1.6967 2.4262 3.4143
9 H -1.6926 1.0683 4.5586
10 H -3.0843 3.8378 5.0167
11 H -5.2697 2.9424 4.6491
12 H -4.6020 1.3573 4.1610
13 H -5.6867 1.3794 2.0924
14 H -5.2915 2.7768 0.9616
15 H -6.2482 3.0618 2.3507
16 H -3.3996 1.2855 6.4787
17 H -2.6342 2.5873 6.9420
18 C -2.4921 -4.1561 1.0123
19 C -2.0314 -3.8016 2.4359
20 C -2.6762 -4.6636 3.5940
21 O -4.1172 -4.7548 3.5639
22 C -4.9221 -3.6011 3.8838
23 N -0.6002 -3.9351 2.5325
24 H -2.5682 -5.2011 0.7119
25 H -1.8410 -3.6477 0.3012
26 H -3.4503 -3.6411 0.9433
27 H -2.1854 -2.7389 2.6232
28 H -2.4093 -4.3027 4.5873
29 H -2.2292 -5.6497 3.4676
30 H -5.8822 -3.6624 3.3712
31 H -4.3649 -2.7164 3.5760
32 H -5.0450 -3.5994 4.9668
33 H -0.2156 -3.3160 1.8333
34 H -0.3501 -3.4368 3.3747
35 C 1.0616 4.3603 -3.3703
36 C -0.4725 4.5073 -3.3536
37 C -1.0312 4.8623 -1.9756
38 O -0.5970 3.8787 -1.0293
39 C -0.9355 4.2508 0.3789
40 N -0.7760 5.4460 -4.4478
41 H 1.5678 5.0456 -2.6904
42 H 1.5982 4.4586 -4.3140
43 H 1.3348 3.3805 -2.9786
44 H -0.8243 3.5019 -3.5845
45 H -2.1093 4.7357 -2.0739
46 H -0.7703 5.8607 -1.6247
47 H -0.6487 3.4938 1.1089
48 H -1.9870 4.5190 0.4808
49 H -0.2948 5.0430 0.7662
50 H -0.5821 6.3714 -4.0927
51 H -0.2094 5.3625 -5.2797
52 C 0.0401 -4.6925 -7.8820
53 C -1.2005 -4.1177 -8.4871
54 C -1.9574 -3.1391 -7.5335
55 O -1.1021 -2.1862 -6.9550
56 C -1.7297 -1.1505 -6.1178
57 N -0.6700 -3.5282 -9.7149
58 H 0.8001 -4.0317 -7.4650
59 H 0.5867 -5.3123 -8.5926
60 H -0.2232 -5.4067 -7.1018
61 H -1.7900 -5.0271 -8.6042
62 H -2.5544 -3.5836 -6.7371
63 H -2.6325 -2.5322 -8.1369
64 H -0.9832 -0.4189 -5.8086
65 H -2.0316 -1.7162 -5.2363
66 H -2.5834 -0.6965 -6.6208
67 H -1.4328 -3.2974 -10.3354
68 H -0.3297 -2.6139 -9.4532
69 C -2.6980 -1.1552 5.7137
70 O -3.7292 -0.8337 6.5548
71 P -4.0892 -1.7108 7.8847
72 O -4.4266 -3.1437 7.5604
73 O -2.8708 -1.4646 8.9204
74 C -2.5353 -0.1593 9.3743
75 O -5.3946 -0.9019 8.4785
76 C -5.6252 -1.0146 9.9127
77 H -1.9151 -0.4519 5.9975
78 H -3.0339 -1.0996 4.6782
79 H -2.3012 -2.0880 6.1143
80 H -1.4715 -0.0001 9.1977
81 H -2.6405 -0.0277 10.4512
82 H -3.0639 0.6848 8.9315
83 H -4.8618 -1.5669 10.4607
84 H -6.5658 -1.5589 9.9977
85 H -5.6680 -0.0136 10.3419
86 C 3.9888 -2.9703 -5.9903
87 O 3.3208 -1.8965 -5.4164
88 P 3.8348 -1.1115 -4.0198
89 O 5.3203 -0.8456 -3.9485
90 O 2.8282 0.1754 -3.9606
91 C 1.4382 -0.0109 -4.2167
92 O 3.2447 -2.1630 -2.8892
93 C 3.3338 -1.9061 -1.5122
94 H 4.9194 -3.1762 -5.4615
95 H 4.2126 -2.8029 -7.0439
96 H 3.4558 -3.9106 -5.8493
97 H 1.2014 -1.0740 -4.1742
98 H 1.0672 0.5156 -5.0960
99 H 0.8081 0.5199 -3.5030
100 H 4.2668 -2.3646 -1.1846
101 H 2.5876 -2.3372 -0.8447
102 H 3.5218 -0.8565 -1.2864
103 C -2.4032 -0.2141 1.6183
104 O -1.4722 0.3447 0.7014
105 P -0.5315 -0.6126 -0.2843
106 O 0.2297 -1.7070 0.3581
107 O -1.5966 -1.0573 -1.4974
108 C -2.1972 -0.0794 -2.2379
109 O 0.4217 0.5264 -1.0132
110 C 1.5783 1.1015 -0.4906
111 H -3.1927 0.5111 1.8152
112 H -1.9178 -0.5415 2.5378
113 H -2.9815 -1.0317 1.1882
114 H -3.2535 -0.3481 -2.2363
115 H -1.7959 -0.2793 -3.2314
116 H -1.9414 0.9654 -2.0617
117 H 1.4165 2.1521 -0.2497
118 H 2.4300 1.0390 -1.1681
119 H 1.8806 0.5363 0.3910
120 C 6.4990 3.1769 1.5185
121 O 6.7336 1.8094 1.4049
122 P 5.7058 0.8840 0.5857
123 O 5.0821 1.4888 -0.5988
124 O 6.4563 -0.5926 0.4229
125 C 7.4748 -0.8533 -0.5197
126 O 4.5822 0.6772 1.6536
127 C 4.7113 -0.1948 2.7629
128 H 5.5612 3.4820 1.0542
129 H 7.2327 3.7698 0.9724
130 H 6.4634 3.5293 2.5493
131 H 7.2709 -1.6453 -1.2403
132 H 8.2084 -1.3363 0.1258
133 H 7.9210 0.0320 -0.9728
134 H 5.7303 -0.5798 2.8023
135 H 4.0513 -1.0621 2.7478
136 H 4.5270 0.2990 3.7170
137 C 4.8192 2.5329 -3.9221
138 C 6.2935 2.1983 -3.5970
139 O 6.6197 3.3157 -2.8136
140 C 5.7410 4.3189 -2.9479
141 O 5.9971 5.4744 -2.6782
142 O 4.6776 3.9050 -3.5998
143 F 7.1067 2.2846 -4.5790
144 H 4.1946 2.0055 -3.2010
145 H 4.6290 2.3165 -4.9734
146 H 6.4281 1.2180 -3.1398

Values from the calculation:
E_tot = -4645.88791 a.u.
M = 1022.90 g mol⁻¹
multiplicity = 2
net charge = -1
frontier orbital gap (spin up / spin down) = 0.053 / 0.319 hartree
E_LUMO (spin up / spin down) = 1.90 / 1.86 eV
E_HOMO (spin up / spin down) = 0.45 / -6.82 eV

---

Below is a 2-piece molecular cluster, C2H2F3P overall, with properties calculated with the ωB97M-V functional and the def2-TZVPD basis.

Element x y z (Å)
1 C 0.3130 -1.2821 -0.0843
2 C 0.5648 -0.0362 -0.4739
3 F -0.6983 -2.0623 -0.5983
4 F -0.0109 0.5941 -1.4811
5 F 1.5050 0.6522 0.0835
6 P -0.8901 2.4104 1.2017
7 H 0.8125 -1.7329 0.6897
8 H -1.5961 1.4568 0.6627

Values from the calculation:
ΔE to the lowest compared entry with this formula, charge and spin = 80.58 kcal per mole
E_tot = -718.19045 a.u.
M = 114.01 g mol⁻¹
multiplicity = 1
frontier orbital gap (spin up / spin down) = 0.272 / 0.271 hartree
E_LUMO (spin up / spin down) = -1.51 / -1.53 eV
E_HOMO (spin up / spin down) = -8.90 / -8.91 eV

---

Below is C28H27FMoN4S2Si as an isolated structure, with properties calculated with the ωB97M-V functional and the def2-TZVPD basis.

Element x y z (Å)
1 Mo 1.1069 -0.1446 -0.7262
2 S 5.3368 0.5353 0.4660
3 C 4.6198 -0.1927 1.8393
4 C 3.3335 -0.5839 1.6258
5 C 2.8876 -0.3045 0.3084
6 C 3.8894 0.3107 -0.4375
7 C 3.7063 0.5081 -1.8578
8 C 4.6779 0.9430 -2.7550
9 C 4.4063 0.9147 -4.1074
10 C 3.1702 0.4349 -4.5382
11 C 2.2360 0.0646 -3.6016
12 N 2.4728 0.1232 -2.2761
13 H 5.1914 -0.2916 2.7495
14 H 2.7275 -1.0668 2.3803
15 H 5.6309 1.2806 -2.3715
16 H 5.1420 1.2457 -4.8275
17 H 2.9316 0.3620 -5.5890
18 H 1.2620 -0.3052 -3.8957
19 C -1.8225 -0.5844 -3.8928
20 Si -1.5223 -0.3097 -2.0649
21 C -0.9816 1.5040 -1.8378
22 C -3.0332 -0.5795 -0.9831
23 N -0.1565 -1.3474 -1.4189
24 C -0.1960 -2.7492 -1.4669
25 C -1.2490 -3.5401 -1.9309
26 C -1.1474 -4.9202 -1.9391
27 C -0.0035 -5.5517 -1.4647
28 C 1.0534 -4.7851 -0.9928
29 C 0.9316 -3.4186 -1.0207
30 F 1.9535 -2.6280 -0.5991
31 H -2.7843 -0.1330 -4.1484
32 H -1.8712 -1.6345 -4.1785
33 H -1.0676 -0.1006 -4.5150
34 H -1.7273 2.0683 -2.4046
35 H -0.0145 1.7886 -2.2731
36 H -1.0471 1.8741 -0.8123
37 H -3.7326 0.2437 -1.1454
38 H -2.7998 -0.6051 0.0812
39 H -3.5635 -1.5008 -1.2238
40 H -2.1560 -3.0772 -2.2940
41 H -1.9702 -5.5070 -2.3231
42 H 0.0671 -6.6299 -1.4631
43 H 1.9603 -5.2321 -0.6085
44 S -0.6288 2.5489 5.0173
45 C -0.2877 1.8227 3.4558
46 C 0.7137 2.3781 2.6510
47 C 1.0198 1.7888 1.4514
48 N 0.4253 0.6557 1.0056
49 C -0.5343 0.1160 1.7920
50 C -0.9236 0.6698 2.9856
51 C -2.4193 2.6826 4.8660
52 C -3.2861 1.7676 5.4337
53 C -4.6506 1.9883 5.2610
54 N -5.1296 3.0235 4.5881
55 C -4.2914 3.9098 4.0707
56 C -2.9106 3.7847 4.1815
57 H 1.2242 3.2781 2.9630
58 H 1.7670 2.2301 0.7975
59 H -0.9586 -0.8188 1.4507
60 H -1.6967 0.1896 3.5693
61 H -2.9255 0.9210 6.0023
62 H -5.3802 1.3060 5.6810
63 H -4.7303 4.7530 3.5500
64 H -2.2455 4.5264 3.7612

Values from the calculation:
ΔE to the lowest compared entry with this formula, charge and spin = 0.00 kcal per mole
E_tot = -2555.60916 a.u.
M = 626.71 g mol⁻¹
multiplicity = 1
net charge = +2
frontier orbital gap (spin up / spin down) = 0.236 / 0.236 hartree
E_LUMO (spin up / spin down) = -7.45 / -7.45 eV
E_HOMO (spin up / spin down) = -13.89 / -13.89 eV

---

Q: Look up the M of the second one.
A: 114.01 g mol⁻¹